Record 1
50
Properties=species:S:1:pos:R:3:forces:R:3:mulliken_charge:R:1 method="wB97M-V/def2-TZVPD" energy_ha=-1503.43379 smiles="O=C(COC(=O)Cn1cnc2ccccc21)Nc1ccc2c(c1)C(=O)c1ccccc1C2=O" orbital_gap_ev=7.76 e_lumo_ev=-1.03
C 5.337887 -0.708477 -0.901340 -0.1 -0.1 0.0 -0.696
C 0.747045 -2.530393 -0.869280 0.2 0.1 0.1 -0.846
H 7.258747 0.229065 -0.859644 0.1 0.0 0.0 0.410
H 5.573405 -1.378585 -1.714910 0.0 0.0 0.0 0.496
O -4.406886 -0.108100 1.186259 0.0 0.2 0.5 -0.379
H 1.021781 0.774638 -2.248731 0.1 -0.1 -0.1 0.487
C 0.100170 2.685557 0.419439 -0.1 0.1 0.1 -0.909
C -1.804506 1.718161 -0.583140 0.6 -0.2 -0.3 0.832
C 3.096589 -1.751348 -0.899210 -0.1 -0.2 -0.1 0.648
H 6.674746 1.735778 1.008661 0.1 0.1 0.0 0.408
C -4.550158 -1.512345 1.400732 -0.2 -0.5 -0.2 -0.735
O -3.326193 -3.259961 0.263306 0.0 -0.3 -0.1 -0.614
H -4.101531 2.319919 0.622290 0.0 -0.1 -0.1 0.343
C 1.401706 -0.838824 0.714960 -0.5 -0.4 -0.1 0.117
O -5.883779 -0.105621 -0.514073 0.0 0.0 0.0 -0.554
C -0.980536 1.070731 -1.535642 -0.3 0.4 0.6 1.054
C -0.883849 -1.614998 0.624915 0.4 -0.1 -0.1 0.534
H -4.971955 2.296227 -0.945659 0.1 -0.1 0.2 0.308
C 4.062022 -0.771341 -0.347768 0.5 0.3 0.1 0.187
C 3.731461 0.082676 0.712093 0.6 0.1 -0.1 0.343
N -3.091806 1.366877 -0.920863 0.1 0.0 0.0 0.079
H 4.407817 1.625220 2.011990 0.0 0.0 0.1 0.497
C -5.007529 0.417533 0.109734 -0.1 0.4 -0.2 0.668
O 3.410526 -2.535748 -1.774496 0.0 0.2 0.2 -0.679
C -1.270660 2.520715 0.412731 -0.1 0.1 0.2 -1.238
C 5.945835 1.035018 0.629734 -0.1 0.0 0.0 -0.628
N -1.763949 0.340514 -2.394237 0.1 -0.4 -0.5 -0.735
C -2.980914 0.540011 -2.007897 0.0 -0.1 -0.1 -0.353
C 0.916720 2.073100 -0.533085 0.1 0.0 -0.2 -0.339
C 1.734519 -1.704768 -0.334352 -0.4 -0.1 0.1 0.197
C -0.550331 -2.497497 -0.400814 -0.1 -0.1 0.0 -0.761
H -1.307031 -3.135005 -0.826945 0.0 0.0 0.0 0.510
C 0.396850 1.255033 -1.513468 -0.1 0.1 0.0 -0.677
H -3.844637 0.111528 -2.478980 -0.3 -0.1 -0.1 0.501
H -4.641085 -1.678173 2.476553 0.0 0.1 -0.1 0.294
H -1.893394 3.008941 1.148547 0.0 0.1 0.1 0.359
H 0.554843 3.301948 1.179369 0.0 0.0 0.1 0.395
H 1.020738 -3.194400 -1.675289 0.0 0.0 -0.1 0.481
C -3.290856 -2.208034 0.847367 -0.4 0.4 0.3 0.676
C 4.683946 0.978606 1.192040 -0.1 0.0 0.0 -0.582
H -0.137845 -0.114474 1.982202 0.0 0.1 0.1 0.515
H 1.981614 2.249944 -0.495844 0.1 0.0 0.0 0.581
H -5.435634 -1.893020 0.885211 0.2 0.0 0.1 0.437
C 6.273548 0.188972 -0.419597 0.0 0.0 0.0 -0.485
C -4.324745 1.730602 -0.268145 -0.4 -0.1 0.0 -0.617
O 2.125702 0.737593 2.316333 0.1 -0.1 -0.2 -0.654
C 0.097693 -0.802890 1.182802 0.1 -0.1 0.0 -0.568
H -2.318774 -0.645999 1.687219 0.0 -0.1 -0.2 0.244
N -2.183028 -1.464549 1.106299 0.2 0.3 0.3 0.021
C 2.395700 0.059638 1.342638 -0.1 0.0 0.3 0.428


Record 2
94
Properties=species:S:1:pos:R:3:forces:R:3:mulliken_charge:R:1 method="wB97M-V/def2-TZVPD" s_squared=0.93 relative_energy_ev=0.543 energy_ha=-4049.98506 orbital_gap_ev="7.42 / 7.28" spin_multiplicity=2 e_lumo_ev="0.34 / 0.34"
H 1.292434 6.166147 2.919508 0.0 0.0 0.0 0.414
H -7.986073 -3.744294 0.524736 0.0 0.0 0.0 0.217
C -0.662027 5.333462 2.617360 0.0 0.0 0.0 -0.564
H 2.193522 -1.376136 2.419783 0.0 0.1 0.0 0.242
H -4.444468 -4.323266 0.126422 0.0 0.0 0.0 0.223
H -2.461634 4.259628 2.155664 0.0 0.0 0.0 0.499
C 1.385913 4.154626 2.180249 0.0 0.0 0.0 -0.655
N -3.288727 0.166267 2.401970 0.0 0.1 0.0 -0.489
N -0.612277 -4.197733 0.083303 -0.1 -0.1 0.0 0.687
C -2.125309 0.010893 1.768888 0.1 -0.1 -0.3 0.243
H 3.370262 1.714707 6.072635 0.0 0.0 0.0 0.398
H 3.642261 -0.728581 6.383761 0.0 0.0 0.0 0.366
C 0.687420 3.009945 1.776207 0.0 0.2 0.0 0.690
H 4.204030 -0.717483 -3.101718 0.0 0.0 0.0 0.376
C 4.415548 1.381929 0.806063 0.0 0.0 0.0 -0.375
H -1.072422 -3.217177 -4.093953 0.0 0.0 0.0 0.304
Mn 0.135912 -0.435905 0.482857 -0.1 0.7 -0.2 0.812
H -0.557077 -2.613525 1.460096 0.0 -0.1 0.0 -0.045
H -1.584956 -5.979382 0.594649 0.0 0.0 0.0 0.347
C -3.216643 0.206459 3.723439 0.0 0.0 0.1 -0.637
H -1.285017 2.248339 1.399616 0.0 0.0 0.0 0.417
C -0.708158 3.088572 1.761935 0.0 0.0 0.0 -0.806
H 6.526020 1.367495 0.420593 0.0 0.0 0.0 0.405
N -7.081037 -4.023880 0.185069 0.0 -0.1 0.0 -0.566
O 3.723185 -1.345827 -1.173977 0.0 0.0 0.1 -0.345
C -0.893377 -0.185575 3.691749 -0.1 -0.2 -0.2 0.028
H -2.804092 -2.502173 -0.222828 0.1 0.0 0.0 0.276
C 0.726069 5.298597 2.604200 0.0 0.0 0.0 -0.809
C -6.144998 -3.007648 0.042931 0.0 0.0 0.0 1.036
H -5.939097 0.360079 -0.358222 0.0 0.0 0.0 0.566
N 1.911623 -0.043369 -1.671126 0.1 -0.3 0.0 0.064
N -1.326559 -3.906501 -2.117750 0.0 -0.1 0.0 0.406
C -2.026821 0.095305 4.431510 0.0 0.0 0.0 -0.881
C -1.379468 4.230939 2.181292 0.0 0.0 0.0 -0.740
H -2.745963 -3.276341 -3.502781 0.0 0.0 0.0 0.380
H -1.986340 0.185474 5.505389 0.0 0.0 0.0 0.472
H 0.855088 -3.681927 1.521365 0.0 0.0 0.0 0.362
C 2.437729 -0.675955 3.214956 0.0 -0.2 -0.2 -0.351
C 2.622850 1.530434 4.070502 -0.1 0.0 0.1 -0.507
H 4.190573 3.994190 -2.020534 0.0 0.0 0.0 0.423
H -4.160387 0.332315 4.244345 0.0 0.0 0.0 0.452
H 6.391799 3.034477 -1.403238 0.0 0.0 0.0 0.366
C -4.779719 -3.300464 -0.005880 0.0 0.0 0.0 -0.999
N -1.927347 0.120126 0.437067 0.0 -0.4 0.2 -0.198
Si 1.538447 1.367989 1.347037 -0.1 -0.7 0.9 1.801
C 5.494825 2.718037 -0.885881 0.0 0.0 0.0 -0.643
S -3.118449 0.324679 -0.616600 0.2 0.2 -0.2 1.675
C -5.628444 -0.671386 -0.279470 0.0 -0.1 0.0 -0.606
H -2.768542 -5.384040 -1.719392 0.0 0.0 0.0 0.197
H 0.174628 -6.063595 0.543527 0.0 0.0 0.0 0.354
C 3.118416 2.851675 -0.552271 0.0 0.0 0.0 -0.248
C -0.779983 -3.375761 -0.993649 0.3 0.3 0.2 -1.193
C 3.111370 1.032720 5.272103 0.0 0.0 0.0 -0.721
H -1.681222 -2.012201 -2.917497 0.1 0.1 0.0 0.223
C -0.700833 -5.650728 0.034760 -0.1 0.1 0.0 -0.633
C 2.253585 0.695143 3.011421 0.1 0.2 0.1 0.276
H 2.383378 0.312725 -2.484403 0.1 0.0 0.1 0.323
C 4.260076 3.253328 -1.233241 0.0 0.0 0.0 -0.764
C -3.860091 -2.289679 -0.207743 0.0 0.1 0.0 0.669
H -0.721988 -4.223151 2.151487 0.0 0.0 0.0 0.536
H 0.677589 1.475365 -1.351721 -0.1 -0.1 0.1 0.460
H -6.748021 -4.876175 0.603850 0.0 0.0 0.0 0.228
O 1.926994 -1.516218 0.089966 0.2 0.7 -0.3 -0.516
C -4.278040 -0.977299 -0.356130 -0.1 -0.1 0.1 -0.861
H 0.062449 -0.361978 4.161377 0.1 0.0 0.0 0.292
H 2.168972 3.312401 -0.812822 0.0 0.0 0.0 0.300
C -1.763756 -5.289800 -2.152406 0.0 0.1 0.0 -0.580
C -0.769678 -6.143151 -1.394602 0.0 0.0 0.0 -0.742
N 0.649404 0.461665 -1.350044 -0.3 -0.8 -0.2 -0.680
H 0.208930 -6.049555 -1.870608 0.0 0.0 0.0 0.292
H -1.058194 -7.194077 -1.412330 0.0 0.0 0.0 0.383
C -6.555420 -1.681280 -0.093147 0.0 0.0 0.0 -0.883
C 2.934768 -1.190521 4.406480 0.0 0.1 0.0 -0.610
C 2.484835 -0.972692 -0.860202 0.1 -0.1 -0.2 0.261
H 3.059268 -2.260365 4.522796 0.0 0.0 0.0 0.409
C 3.161894 1.913657 0.489657 -0.1 0.0 -0.3 0.721
O -2.482387 0.136561 -1.906287 -0.1 0.0 0.0 -0.833
C -0.225668 -3.646472 1.368839 0.0 0.1 0.0 -0.890
H 2.470542 4.156984 2.150861 0.0 0.0 0.0 0.434
C 3.265584 -0.335357 5.447948 0.0 0.0 0.0 -0.668
N -0.939451 -0.285067 2.363910 0.1 0.0 0.2 0.235
H 5.535649 -0.901250 -1.943537 0.0 0.0 0.0 0.242
H -0.072601 0.102665 -1.973676 -0.1 0.1 -0.2 0.386
C 5.566976 1.781818 0.134555 0.0 0.0 0.1 -0.691
O -0.462762 -2.174164 -0.937398 -0.4 0.0 0.1 0.246
H -7.610813 -1.441937 -0.042155 0.0 0.0 0.0 0.293
H -1.179911 6.222656 2.954356 0.0 0.0 0.0 0.365
C 4.515768 -0.552055 -2.067321 -0.1 -0.1 0.0 -0.962
H 4.499917 0.656113 1.605751 0.0 0.0 0.0 0.276
H 4.467721 0.502417 -1.796589 0.0 0.0 0.0 0.385
O -3.850443 1.541530 -0.396532 0.1 0.1 -0.1 -0.799
H -1.825682 -5.593121 -3.197859 0.0 0.0 0.0 0.452
C -1.714326 -3.050970 -3.225389 -0.1 0.0 0.0 -1.002
H 2.504203 2.602044 3.972607 0.0 0.0 0.0 0.305


Record 3
10
Properties=species:S:1:pos:R:3:forces:R:3:mulliken_charge:R:1 method="wB97M-V/def2-TZVPD" relative_energy_ev=5.775 energy_ha=-835.78998 smiles="C=[S@@H](N)=P" orbital_gap_ev=7.80 e_lumo_ev=0.28
H 0.665114 -1.479082 -1.700143 -0.7 0.0 -0.4 0.227
H 0.795987 0.663069 1.763637 0.2 -0.6 0.1 0.277
N -0.088630 0.449760 1.318522 -0.6 -1.0 -0.6 -0.602
H -0.655212 1.298303 -0.456859 0.0 -0.7 -1.1 0.185
H -1.231517 -1.207500 -1.886085 1.3 0.8 0.8 0.289
P 2.084578 1.013299 -0.624291 1.9 0.0 -0.9 -0.180
H -0.534665 -0.398230 1.654133 0.2 0.0 0.5 0.258
S 0.215021 0.243388 -0.443891 -2.2 3.0 0.8 0.154
C -0.207861 -0.803215 -1.641756 0.4 -1.2 0.6 -0.596
H 1.852432 2.192343 0.145059 -0.5 -0.5 0.2 -0.012